ORCA calculation (wB97M-V/def2-TZVPD) on one molecule with the formula C21H19N3O4.

Frontier orbital gap, eV: 9.090
Structure (SMILES): COc1ccccc1C(=O)Nc1cccc(NC(=O)c2ccccc2OC)n1
HOMO level, hartree: -0.3130
E, eV: -34746.2856
Energy relative to the best compared isomer or geometry (same formula, charge and spin), kJ/mol: 89.6
LUMO level, eV: 0.6

Bonds (Å) are listed after each position.
CARTESIAN COORDINATES (ANGSTROEM)
1 C 2.908 -1.639 -0.527  O2 1.407, H29 1.095, H30 1.089, H31 1.094
2 O 2.421 -1.061 -1.714  C1 1.407, C3 1.360
3 C 2.250 -1.849 -2.809  O2 1.360, C4 1.390, C8 1.406
4 C 2.624 -3.186 -2.885  C3 1.390, C5 1.385, H32 1.078
5 C 2.437 -3.898 -4.058  C4 1.385, C6 1.383, H33 1.080
6 C 1.893 -3.292 -5.175  C5 1.383, C7 1.384, H34 1.079
7 C 1.520 -1.961 -5.110  C6 1.384, C8 1.387, H35 1.079
8 C 1.666 -1.241 -3.933  C3 1.406, C7 1.387, C9 1.491
9 C 1.285 0.200 -3.916  C8 1.491, O10 1.212, N11 1.371
10 O 1.662 0.981 -4.763  C9 1.212
11 N 0.487 0.632 -2.888  C9 1.371, C12 1.385, H36 1.014
12 C -0.125 -0.078 -1.869  N11 1.385, C13 1.396, N28 1.327
13 C -0.626 -1.371 -2.030  C12 1.396, C14 1.383, H37 1.077
14 C -1.207 -1.979 -0.931  C13 1.383, C15 1.385, H38 1.080
15 C -1.305 -1.301 0.273  C14 1.385, C16 1.392, H39 1.076
16 C -0.823 0.004 0.311  C15 1.392, N17 1.389, N28 1.329
17 N -0.884 0.824 1.431  C16 1.389, C18 1.370, H40 1.012
18 C -1.365 0.542 2.682  N17 1.370, O19 1.213, C20 1.495
19 O -1.851 -0.524 2.997  C18 1.213
20 C -1.146 1.671 3.637  C18 1.495, C21 1.399, C25 1.400
21 C 0.187 2.053 3.821  C20 1.399, C22 1.377, H41 1.081
22 C 0.551 2.997 4.755  C21 1.377, C23 1.388, H42 1.079
23 C -0.431 3.593 5.534  C22 1.388, C24 1.375, H43 1.079
24 C -1.750 3.249 5.354  C23 1.375, C25 1.402, H44 1.079
25 C -2.137 2.291 4.408  C20 1.400, C24 1.402, O26 1.352
26 O -3.477 2.127 4.326  C25 1.352, C27 1.408
27 C -4.067 1.298 3.353  O26 1.408, H45 1.095, H46 1.093, H47 1.090
28 N -0.254 0.597 -0.733  C12 1.327, C16 1.329
29 H 2.255 -2.446 -0.179  C1 1.095
30 H 2.909 -0.836 0.208  C1 1.089
31 H 3.928 -2.017 -0.651  C1 1.094
32 H 3.067 -3.680 -2.035  C4 1.078
33 H 2.732 -4.936 -4.095  C5 1.080
34 H 1.763 -3.848 -6.090  C6 1.079
35 H 1.098 -1.461 -5.969  C7 1.079
36 H 0.471 1.638 -2.763  N11 1.014
37 H -0.567 -1.874 -2.980  C13 1.077
38 H -1.596 -2.983 -1.016  C14 1.080
39 H -1.746 -1.749 1.146  C15 1.076
40 H -0.487 1.741 1.267  N17 1.012
41 H 0.949 1.564 3.230  C21 1.081
42 H 1.589 3.263 4.882  C22 1.079
43 H -0.165 4.330 6.276  C23 1.079
44 H -2.532 3.709 5.938  C24 1.079
45 H -3.708 1.541 2.347  C27 1.095
46 H -3.882 0.240 3.553  C27 1.093
47 H -5.136 1.501 3.413  C27 1.090